<A>
Density functional theory data (ωB97M-V/def2-TZVPD) for 2 unconnected molecules or ions with the total composition C4H12N2O2.

Last columns: bonded neighbours and bond lengths (Å).
Cartesian coordinates (Å):
1 C -1.347 -1.075 0.076  C2 1.510, H8 1.148, H9 1.048, H10 1.058
2 C -0.204 -0.550 0.912  C1 1.510, C3 1.559, N7 1.611, H11 1.182
3 C 0.708 0.560 0.308  C2 1.559, C4 1.485, H12 1.060, H13 1.147
4 C 1.349 -0.003 -0.907  C3 1.485, N5 1.375, O6 1.156
5 N 2.629 -0.490 -0.784  C4 1.375, H14 1.007, H15 1.039
6 O 0.840 -0.224 -1.921  C4 1.156
7 N -0.800 -0.096 2.338  C2 1.611, H16 1.034, H17 0.970
8 H -2.288 -0.424 -0.022  C1 1.148
9 H -1.576 -2.064 0.336  C1 1.048
10 H -1.081 -1.113 -0.947  C1 1.058
11 H 0.590 -1.307 1.351  C2 1.182
12 H 0.346 1.519 0.039  C3 1.060
13 H 1.338 0.889 1.209  C3 1.147
14 H 3.075 -0.760 -1.645  N5 1.007
15 H 3.322 0.082 -0.262  N5 1.039
16 H -1.464 -0.864 2.535  N7 1.034
17 H -1.336 0.713 2.343  N7 0.970
18 H -0.808 1.217 -1.772  O20 0.895
19 H -2.009 2.033 -1.259  O20 0.990
20 O -1.284 1.958 -1.929  H18 0.895, H19 0.990

As for the multiplicity: 2. The frontier orbital gap (spin up / spin down) comes out at 10.427 / 4.639 eV. The value obtained for the HOMO energy (spin up / spin down) is -14.0 / -14.0 eV. Its charge is +1. The expectation value of S² is 0.7543.

Let us look at the Mulliken charges, expressed in e, one per atom:
1. C -1.35
2. C 0.44
3. C -1.02
4. C 0.55
5. N -0.52
6. O -0.51
7. N -0.18
8. H 0.37
9. H 0.45
10. H 0.41
11. H 0.30
12. H 0.53
13. H 0.37
14. H 0.28
15. H 0.25
16. H 0.36
17. H 0.31
18. H 0.27
19. H 0.31
20. O -0.63


<B>
Density functional theory data (ωB97M-V/def2-TZVPD) for 2 unconnected molecules or ions with the total composition C4H12N2O2.

Last columns: bonded neighbours and bond lengths (Å).
Cartesian coordinates (Å):
1 N 1.449 -0.150 -0.245  C2 1.553, H8 1.032, H9 1.003
2 C -0.062 -0.258 0.099  N1 1.553, C3 1.510, C6 1.561, H10 1.119
3 C -0.925 -1.479 -0.108  C2 1.510, C4 1.515, H11 1.089
4 C -2.153 -1.394 -0.992  C3 1.515, O5 1.526, H12 1.053, H13 1.093
5 O -1.972 -1.428 -2.506  C4 1.526, H18 0.964
6 C -0.001 0.458 1.484  C2 1.561, N7 1.478, H14 1.111, H15 1.121
7 N 0.232 1.904 1.279  C6 1.478, H16 1.004, H17 1.095
8 H 2.025 0.502 0.310  N1 1.032
9 H 1.936 -0.987 -0.509  N1 1.003
10 H -0.549 0.457 -0.611  C2 1.119
11 H -0.605 -2.477 0.187  C3 1.089
12 H -2.631 -0.463 -0.873  C4 1.053
13 H -2.756 -2.295 -0.854  C4 1.093
14 H -0.936 0.378 2.077  C6 1.111
15 H 0.888 0.107 2.072  C6 1.121
16 H 1.208 2.137 1.236  N7 1.004
17 H -0.144 2.315 0.337  N7 1.095
18 H -1.020 -1.568 -2.564  O5 0.964
19 H 3.484 2.463 0.859  O20 0.990
20 O 2.745 1.827 1.031  H19 0.990

As for the multiplicity: 2. The frontier orbital gap (spin up / spin down) comes out at 5.782 / 5.991 eV. The value obtained for the HOMO energy (spin up / spin down) is -13.4 / -14.1 eV. Its charge is +1. The expectation value of S² is 1.7546.

Let us look at the Mulliken charges, expressed in e, one per atom:
1. N -0.04
2. C 0.66
3. C -0.88
4. C -0.48
5. O -0.45
6. C -0.70
7. N -0.52
8. H 0.31
9. H 0.31
10. H 0.21
11. H 0.42
12. H 0.33
13. H 0.30
14. H 0.36
15. H 0.39
16. H 0.39
17. H 0.29
18. H 0.31
19. H 0.32
20. O -0.53


Of all the structures shown, which is most stable? <A>, and <B> is the least stable.